{
  "formula": "C5H16N2S",
  "method": "ωB97M-V/def2-TZVPD",
  "elements": ["C", "C", "C", "N", "H", "H", "H", "H", "H", "H", "H", "H", "H", "N", "C", "C", "S", "H", "H", "H", "H", "H", "H", "H"],
  "positions_angstrom": [[0.82872, -0.62074, -2.73959], [-0.40176, -0.31629, -1.91470], [-1.64176, -0.01843, -2.75702], [-0.68016, -1.38167, -0.91448], [1.75006, -0.75427, -2.16742], [0.67222, -1.58888, -3.26354], [0.91240, 0.11352, -3.54977], [-0.14779, 0.56600, -1.31440], [-1.93146, -0.91777, -3.30142], [-1.38618, 0.75136, -3.49029], [-2.48007, 0.30107, -2.13352], [-1.67746, -1.44950, -0.75186], [-0.34612, -2.27901, -1.24861], [0.07368, 2.05385, 0.81387], [1.30948, 1.45311, 1.33460], [1.09887, 0.41105, 2.41221], [-0.23667, -0.76955, 2.08075], [-0.15017, 2.91988, 1.28417], [-0.71627, 1.42979, 0.92504], [1.88011, 1.01999, 0.49797], [1.95395, 2.26250, 1.70639], [0.86256, 0.91105, 3.36976], [2.01630, -0.15565, 2.60737], [0.04384, -0.76979, 0.82535]],
  "largest_force_ev_per_a": 1.8,
  "total_energy_ha": -707.777095,
  "lumo_energy_ev": 0.95,
  "homo_lumo_gap_ev": 9.6169,
  "charge": 0,
  "e_above_lowest_ev": 0.199,
  "homo_ha": -0.3186,
  "smiles": "CC(C)N.NCCS"
}